Density functional theory data (the ωB97M-V functional and the def2-TZVPD basis) for C3H8NO as an isolated structure.

```
13
Properties=species:S:1:pos:R:3:forces:R:3
C -0.3387 -1.0895 -0.1897 2.90 1.63 -3.14
C -0.8115 -0.6963 1.1197 -3.93 -2.59 0.09
C 0.0786 1.6563 -0.0670 -1.40 0.16 -0.36
N -0.5486 0.3253 0.1399 -0.39 0.46 -1.38
O -1.2937 -0.2459 -0.8880 -0.89 -1.44 -0.59
H 0.6089 -1.3717 -0.7795 -1.66 0.10 1.36
H -3.0855 -2.3043 0.4360 1.49 -0.93 1.18
H -1.8510 -1.1998 1.2593 1.36 2.47 -0.07
H -2.4773 -2.5895 0.8995 -1.95 0.25 -1.35
H -0.2594 -0.8151 1.9640 2.22 0.25 2.14
H 0.8424 1.4858 0.6189 1.84 1.24 1.19
H 0.4356 1.9022 -1.1006 -0.41 -1.06 0.84
H -0.6964 2.4061 0.2187 0.83 -0.55 0.07
```
Positions in Å, forces in eV/Å.

Properties
Calculated total energy ... -248.5792 Ha
Kohn-Sham gap ... 12.274 eV
Lowest unoccupied orbital energy ... -3.8 eV
Energy above the lowest of the compared OMol25 structures with the same formula, charge and spin ... 674.0 kJ/mol
Total charge ... +1